# 1
9
Properties=species:S:1:pos:R:3:lowdin_charge:R:1 method="wB97M-V/def2-TZVPD" orbital_gap_ev="9.212 / 7.579" charge=0 largest_force_ev_per_a=3.3
C 1.09 0.30 -0.03 -0.1748
C -0.41 -0.08 -0.01 -0.8856
O -1.18 0.17 -1.05 -0.0902
I -1.33 0.64 1.81 0.7094
H 1.05 1.28 -0.67 0.1099
H 1.54 0.55 0.98 0.0682
H 1.59 -0.44 -0.61 0.0450
H -0.25 -2.31 0.58 0.1073
H -2.11 -0.11 -1.00 0.1108

***

# 2
66
Properties=species:S:1:pos:R:3:lowdin_charge:R:1 method="wB97M-V/def2-TZVPD" orbital_gap_ev=8.541 charge=0 largest_force_ev_per_a=1.7
C -3.94 -40.44 -21.79 -0.0822
C -5.42 -40.02 -21.80 -0.2498
N -6.09 -39.85 -20.52 -0.1835
C -6.46 -41.16 -19.94 -0.2383
C -7.28 -41.04 -18.66 -0.0767
C -5.35 -39.00 -19.60 -0.2650
C -5.51 -37.53 -19.96 -0.0659
H -3.64 -40.63 -22.82 0.0725
H -3.81 -41.37 -21.22 0.0691
H -3.26 -39.71 -21.37 0.0557
H -5.53 -39.14 -22.44 0.1048
H -5.94 -40.83 -22.31 0.1084
H -7.13 -41.59 -20.69 0.1132
H -5.59 -41.81 -19.82 0.1153
H -7.72 -42.01 -18.44 0.0824
H -6.73 -40.69 -17.79 0.0418
H -8.06 -40.30 -18.87 0.0641
H -4.30 -39.29 -19.51 0.0928
H -5.79 -39.14 -18.61 0.0800
H -6.54 -37.21 -19.78 0.0717
H -5.31 -37.31 -21.01 0.0689
H -4.86 -36.88 -19.36 0.0558
C -3.12 -34.38 -16.39 -0.0909
C -2.31 -34.91 -17.55 -0.2689
N -1.76 -36.24 -17.30 -0.1958
C -1.07 -36.42 -16.02 -0.2485
C 0.10 -35.47 -15.79 -0.0796
C -1.01 -36.78 -18.42 -0.2580
C -1.25 -38.27 -18.62 -0.0762
H -3.95 -35.05 -16.16 0.0621
H -3.60 -33.44 -16.68 0.0780
H -2.55 -34.21 -15.48 0.0689
H -3.00 -35.05 -18.39 0.1072
H -1.55 -34.19 -17.89 0.1152
H -1.78 -36.36 -15.19 0.0980
H -0.67 -37.43 -16.07 0.1118
H 0.44 -35.52 -14.76 0.0751
H 0.94 -35.70 -16.44 0.0663
H -0.19 -34.44 -16.01 0.0643
H 0.07 -36.57 -18.36 0.1103
H -1.34 -36.29 -19.34 0.1139
H -2.25 -38.41 -19.04 0.0480
H -1.12 -38.93 -17.76 0.0685
H -0.61 -38.64 -19.43 0.0759
C -10.99 -39.21 -18.72 -0.1744
C -11.11 -37.66 -18.80 -0.1441
O -12.45 -37.40 -19.27 -0.1897
S -13.18 -38.78 -19.63 0.5787
O -12.83 -39.13 -20.95 -0.2062
O -14.52 -38.74 -19.21 -0.1984
O -12.34 -39.65 -18.59 -0.1786
H -10.40 -39.54 -17.87 0.1259
H -10.52 -39.59 -19.63 0.1207
H -10.38 -37.23 -19.48 0.1286
H -11.04 -37.24 -17.80 0.1265
C -5.75 -38.71 -15.36 -0.1470
C -4.61 -38.05 -16.16 -0.1528
O -3.91 -39.14 -16.77 -0.2097
S -4.08 -40.47 -15.95 0.5469
O -3.12 -40.51 -14.91 -0.2086
O -4.24 -41.54 -16.83 -0.1949
O -5.49 -40.11 -15.31 -0.1855
H -6.69 -38.56 -15.89 0.1236
H -5.86 -38.29 -14.36 0.1303
H -3.94 -37.47 -15.53 0.1128
H -4.99 -37.42 -16.96 0.1148

***

# 3
27
Properties=species:S:1:pos:R:3:lowdin_charge:R:1 method="wB97M-V/def2-TZVPD" orbital_gap_ev=6.698 charge=-1 largest_force_ev_per_a=0.8 smiles="CCCNN[C@H](CB(O)O)C(=O)[O-]"
C 2.57 -0.33 1.05 -0.1095
C 2.65 0.81 0.02 -0.2559
C 1.28 1.09 -0.60 -0.2542
N 0.77 -0.12 -1.24 -0.0493
N -0.64 -0.01 -1.49 -0.0195
C -1.43 -1.02 -0.76 -0.2805
C -1.89 -0.53 0.61 -0.0599
B -2.38 0.94 0.80 -0.6588
O -2.52 1.44 2.11 0.1111
O -2.74 1.82 -0.20 0.1410
C -0.68 -2.38 -0.64 -0.7291
O -0.02 -2.58 0.40 -0.0691
O -0.82 -3.12 -1.63 -0.0808
H 3.18 -0.10 1.92 0.0545
H 1.54 -0.46 1.39 0.0563
H 2.85 -1.29 0.63 0.0689
H 2.96 1.73 0.53 0.0898
H 3.36 0.57 -0.76 0.0929
H 0.60 1.36 0.21 0.1045
H 1.32 1.95 -1.29 0.1000
H 1.23 -0.18 -2.14 0.1150
H -0.80 -0.18 -2.47 0.1050
H -2.30 -1.24 -1.38 0.1311
H -2.72 -1.17 0.95 0.1206
H -1.08 -0.74 1.33 0.0975
H -1.85 1.02 2.66 0.0848
H -2.42 2.70 0.03 0.0934

***

# 4
56
Properties=species:S:1:pos:R:3:lowdin_charge:R:1 method="wB97M-V/def2-TZVPD" orbital_gap_ev=7.731 charge=0 largest_force_ev_per_a=18.7
C 4.59 5.06 0.91 -0.0422
C 3.42 4.04 0.86 -0.3092
N 2.94 3.46 2.05 0.1313
N 1.96 2.83 1.62 -0.0670
C 1.91 2.87 0.12 -0.1176
C 2.76 3.84 -0.26 0.0192
H 2.84 4.20 -1.31 0.1519
N 0.84 2.16 -0.24 0.1576
C 0.57 2.06 -1.55 -0.3770
O 1.10 2.61 -2.52 0.0689
C -0.72 1.19 -1.66 -0.0888
C -1.16 0.35 -0.80 -0.0237
C -2.23 -0.47 -1.47 -0.2324
C -2.91 -0.47 -2.49 -0.0968
C -2.16 0.31 -3.54 -0.0535
C -1.25 1.32 -3.17 0.0405
H -0.76 1.88 -4.06 0.1380
H -2.69 0.48 -4.56 0.1252
H -3.72 -1.23 -2.74 0.1601
S -3.08 -1.48 0.02 0.7345
O -4.23 -1.93 -0.40 -0.2539
O -2.82 -0.82 1.39 -0.3511
N -2.11 -2.91 -0.04 -0.2313
C -1.00 -2.94 0.76 -0.2088
H -0.65 -4.34 1.06 0.2058
C 0.39 -2.65 0.07 -0.1824
H 1.26 -3.13 0.34 0.0747
H 0.58 -1.64 0.51 0.1038
C 0.49 -2.52 -1.44 -0.0898
H 1.50 -2.49 -1.76 0.0993
C 0.01 -4.03 -1.96 -0.1051
C -1.37 -3.94 -2.39 -0.2282
H -1.81 -4.78 -2.96 0.1345
C -2.32 -3.88 -1.23 -0.1422
H -2.26 -4.86 -0.69 0.1210
H -3.51 -3.84 -1.22 0.1507
H -1.58 -3.12 -2.96 0.0724
H 0.00 -4.64 -1.36 -0.0306
H 0.52 -4.13 -2.95 0.1394
H -0.06 -1.72 -1.72 0.0342
H -1.26 -2.48 1.52 -0.0099
H -1.08 0.53 0.24 0.0867
H 0.21 1.86 0.46 0.0795
C 1.26 2.27 2.50 -0.2775
N 0.32 1.45 2.28 0.0767
C -0.58 0.66 2.95 -0.0605
C -0.31 0.78 4.30 -0.1188
C 0.74 1.53 4.69 -0.2125
C 1.63 2.15 4.04 -0.0092
H 2.44 2.98 4.36 0.1471
H 1.08 1.53 5.96 0.1897
H -0.83 0.16 5.14 0.1413
H -1.37 -0.03 2.64 0.0814
H 4.32 6.05 0.42 0.0873
H 5.33 4.63 0.21 0.0691
H 4.85 5.23 2.03 0.0984

***

# 5
105
Properties=species:S:1:pos:R:3:lowdin_charge:R:1 method="wB97M-V/def2-TZVPD" orbital_gap_ev=5.132 charge=+1 largest_force_ev_per_a=5.6
Be -13.21 -28.68 32.20 1.0941
C -15.65 -32.21 30.78 -0.6182
F -14.64 -32.86 31.38 0.1481
F -16.19 -32.94 29.86 0.1939
F -16.57 -31.96 31.74 0.0957
S -15.02 -30.55 29.93 0.6754
O -13.61 -30.78 29.75 -0.3318
O -15.65 -30.47 28.69 -0.2380
N -15.34 -29.23 31.07 -0.2686
S -16.87 -29.02 31.09 0.5448
O -17.79 -29.96 30.49 -0.2583
O -17.16 -28.65 32.43 -0.2867
C -17.17 -27.37 30.05 -0.5568
F -17.05 -27.65 28.74 0.1143
F -18.30 -26.73 30.31 0.1527
F -16.06 -26.57 30.25 0.0648
O -14.27 -27.58 34.03 -0.0145
H -15.19 -27.71 34.28 0.0119
H -13.98 -26.85 34.58 0.0787
O -15.77 -32.47 34.49 -0.0136
H -15.80 -33.11 35.20 0.0843
H -16.27 -32.88 33.79 0.0497
O -13.43 -26.06 31.73 -0.0441
H -13.85 -25.52 32.40 0.0460
H -13.41 -25.51 30.95 0.0611
O -15.84 -31.09 25.77 -0.0515
H -15.45 -31.34 26.61 -0.0207
H -16.73 -31.43 25.81 0.0318
O -12.73 -28.17 29.63 -0.0438
H -11.93 -28.48 29.21 0.0622
H -13.25 -27.79 28.92 0.0096
O -16.13 -29.44 35.01 -0.0443
H -16.18 -30.39 35.05 0.0193
H -16.58 -29.21 34.19 -0.0175
O -12.90 -31.32 27.13 -0.0271
H -12.62 -30.42 26.92 0.0618
H -13.01 -31.32 28.08 -0.0126
O -14.23 -26.78 27.49 -0.0286
H -13.93 -25.93 27.17 0.0561
H -14.92 -27.04 26.88 0.0585
O -13.81 -30.91 33.47 -0.0429
H -13.31 -30.80 34.28 0.0602
H -14.52 -31.50 33.70 -0.0136
C -17.20 -36.52 29.76 0.0015
C -16.24 -36.36 30.97 -0.3142
C -16.25 -37.54 31.93 -0.0723
O -14.87 -37.77 32.08 0.0785
C -14.14 -37.03 31.25 -0.6383
O -12.96 -37.04 31.19 0.1783
O -14.92 -36.30 30.52 0.1045
H -16.95 -35.82 28.95 0.0828
H -18.25 -36.29 29.95 0.0758
H -17.13 -37.53 29.36 0.0904
H -16.47 -35.42 31.46 0.1315
H -16.64 -38.45 31.48 0.1426
H -16.63 -37.24 32.91 0.1385
C -19.58 -33.08 30.27 0.0072
C -21.06 -33.78 30.21 -0.2634
C -21.99 -32.97 29.33 -0.1955
O -22.82 -33.84 28.80 0.1054
C -22.27 -35.07 28.86 -0.4840
O -22.71 -36.18 28.52 0.1308
O -21.04 -34.89 29.38 0.0541
H -19.69 -32.23 30.95 0.0702
H -19.21 -32.67 29.33 0.0807
H -18.89 -33.81 30.69 0.0529
H -21.37 -34.23 31.15 0.1601
H -21.38 -32.54 28.54 0.1402
H -22.49 -32.11 29.77 0.1497
C -10.30 -30.92 32.72 -0.1320
O -11.27 -30.28 31.98 -0.1360
H -10.53 -31.97 32.90 0.1070
H -9.35 -30.73 32.21 0.1060
H -10.28 -30.38 33.67 0.0939
H -10.99 -30.59 31.12 0.0963
C -12.82 -34.21 28.39 -0.1491
O -12.15 -33.94 27.16 -0.1240
H -13.25 -35.21 28.34 0.0824
H -12.16 -33.97 29.21 0.0807
H -13.67 -33.52 28.47 0.0506
H -12.40 -33.05 26.89 0.0153
C -19.27 -28.81 35.13 -0.1338
O -19.30 -27.74 34.21 -0.1378
H -20.11 -28.85 35.83 0.0907
H -19.11 -29.70 34.53 0.0821
H -18.39 -28.76 35.78 0.0731
H -20.07 -27.85 33.65 0.0877
C -21.19 -27.46 29.17 -0.1812
O -22.16 -28.27 28.56 -0.1049
H -21.42 -27.27 30.22 0.0714
H -20.23 -27.97 29.07 0.0645
H -21.04 -26.54 28.62 0.0832
H -22.91 -27.71 28.35 0.0797
C -20.72 -24.95 32.28 -0.1550
O -22.02 -24.45 31.97 -0.1052
H -20.22 -25.36 31.41 0.0532
H -19.96 -24.25 32.62 0.0654
H -20.90 -25.76 32.99 0.0723
H -22.14 -24.22 31.05 0.0747
C -17.28 -25.29 33.70 -0.1309
O -16.91 -26.31 34.61 -0.1348
H -17.32 -25.79 32.74 0.0686
H -18.17 -24.77 34.05 0.0807
H -16.51 -24.52 33.74 0.0804
H -17.63 -26.94 34.47 0.0146

***

# 6
16
Properties=species:S:1:pos:R:3:lowdin_charge:R:1 method="wB97M-V/def2-TZVPD" orbital_gap_ev="7.687 / 7.781" charge=0 largest_force_ev_per_a=4.2
C -0.31 -0.47 -1.34 -0.0241
C -0.53 -0.38 0.14 -0.4200
N 0.22 -1.36 0.83 0.1280
C 1.22 -0.90 1.53 -0.1688
N 1.85 0.30 1.37 -0.0987
O 2.47 0.95 2.16 0.0467
N -0.03 0.96 0.55 0.0533
C -0.13 1.33 1.87 -0.3282
O -0.72 0.60 2.67 0.0376
H -0.61 -1.42 -1.64 0.0755
H 0.67 -0.13 -1.35 0.0657
H -0.99 0.28 -1.71 0.0894
H -1.64 -0.37 0.29 0.1663
H 1.69 -1.61 2.16 0.1295
H 0.48 1.36 -0.23 0.1338
H 0.27 2.25 2.09 0.1140

***

# 7
59
Properties=species:S:1:pos:R:3:lowdin_charge:R:1 method="wB97M-V/def2-TZVPD" orbital_gap_ev=8.222 charge=0 largest_force_ev_per_a=3.2
Hg -1.01 0.03 0.89 0.8160
C 0.15 -3.57 3.55 -0.0637
C -0.54 -2.34 3.32 -0.1753
N 0.06 -1.63 2.41 -0.0218
N 1.12 -2.45 1.89 0.0226
C 1.18 -3.57 2.64 -0.1072
B 1.78 -2.09 0.47 -0.4997
N 0.69 -2.23 -0.71 0.0529
C 0.56 -3.12 -1.70 -0.0913
C -0.77 -3.25 -2.05 -0.0497
C -1.45 -2.33 -1.21 -0.2001
N -0.61 -1.62 -0.51 -0.0781
N 2.27 -0.56 0.48 0.0167
C 3.50 -0.01 0.35 -0.0772
C 3.42 1.32 0.67 -0.0661
C 2.07 1.55 1.01 -0.1736
N 1.37 0.46 0.84 -0.0291
N 3.05 -3.08 0.31 -0.0196
C 4.07 -3.20 1.23 -0.1268
C 5.14 -3.79 0.62 -0.0876
C 4.71 -4.05 -0.69 -0.1626
N 3.47 -3.60 -0.90 0.0523
H -0.11 -4.29 4.33 0.0945
H -1.43 -1.99 3.86 0.1172
H 1.89 -4.35 2.45 0.1140
H 1.41 -3.68 -2.08 0.1069
H -1.21 -3.94 -2.76 0.0976
H -2.53 -2.22 -1.16 0.1080
H 4.37 -0.58 0.05 0.1198
H 4.21 2.04 0.77 0.0899
H 1.65 2.47 1.45 0.1199
H 3.97 -2.85 2.26 0.1274
H 6.13 -3.98 1.02 0.0928
H 5.28 -4.51 -1.49 0.1004
C -3.37 -0.09 -2.83 -0.3104
P -2.49 0.99 -1.62 0.7745
C -1.42 1.91 -2.81 -0.2749
C -3.89 2.14 -1.28 -0.2847
H -3.74 0.52 -3.65 0.0321
H -4.23 -0.58 -2.36 0.0395
H -2.72 -0.86 -3.23 0.0224
H -1.95 2.07 -3.75 0.0355
H -0.52 1.31 -2.98 0.0381
H -1.11 2.87 -2.38 0.0168
H -4.58 2.15 -2.13 0.0386
H -3.52 3.15 -1.07 0.0311
H -4.46 1.77 -0.43 0.0399
S -2.13 1.75 2.15 0.4931
C -1.82 3.22 1.30 -0.7294
C -2.60 4.35 1.71 -0.1394
C -2.46 5.59 1.09 -0.0922
C -1.50 5.76 0.08 -0.1057
C -0.68 4.70 -0.28 -0.1164
C -0.83 3.45 0.31 -0.1755
H -3.30 4.22 2.51 0.0880
H -3.12 6.39 1.42 0.1010
H -1.36 6.74 -0.40 0.1017
H 0.13 4.84 -0.98 0.1027
H -0.17 2.64 -0.02 0.0545

***

# 8
97
Properties=species:S:1:pos:R:3:lowdin_charge:R:1 method="wB97M-V/def2-TZVPD" orbital_gap_ev=1.336 charge=+1 largest_force_ev_per_a=3.0
C -2.38 -6.83 -3.21 -0.2263
C -1.73 -5.44 -3.14 -0.2892
C -2.32 -4.70 -1.92 -0.4550
I -1.73 -5.88 -0.13 1.1211
C -1.79 -3.33 -1.68 -0.3445
N -1.72 -2.85 -0.46 0.1572
C -1.19 -1.60 -0.51 -0.2813
N -0.96 -0.83 0.53 -0.0096
C -0.34 0.49 0.37 -0.1019
C -1.11 1.61 1.11 -0.1435
C -0.12 2.59 1.75 -0.2008
C 0.70 3.40 0.74 -0.1786
C 2.08 2.79 0.35 -0.1935
C 3.23 3.82 0.42 -0.1449
C 4.42 3.36 1.27 -0.2155
O 5.69 3.60 0.63 -0.2818
C 6.28 2.48 0.03 -0.2133
C -1.31 -1.35 1.85 -0.1971
C -0.25 -2.25 2.47 -0.4186
S -0.76 -2.56 4.20 0.9863
C -0.58 -0.92 4.78 -0.7188
N 0.54 -0.31 5.01 0.0582
N 0.20 0.97 5.39 0.0531
C -1.09 1.06 5.37 -0.1373
O -1.65 -0.12 4.99 0.0333
N -0.96 -1.34 -1.81 0.1458
N -1.34 -2.40 -2.58 -0.1177
P -1.26 -2.51 -4.36 0.8949
O -0.36 -1.25 -4.80 -0.2345
O -2.75 -2.05 -4.82 -0.2235
H -1.76 -7.58 -2.67 -0.0609
H -2.47 -7.10 -4.26 0.1102
H -3.43 -6.71 -2.80 0.0499
H -0.65 -5.54 -3.01 0.1086
H -1.99 -4.97 -4.08 0.0669
H -3.42 -4.75 -1.91 0.0832
H 0.65 0.43 0.82 0.1193
H -0.19 0.79 -0.66 0.1164
H -1.65 2.20 0.37 0.1228
H -1.78 1.23 1.88 0.1038
H -0.70 3.27 2.38 0.0791
H 0.58 2.06 2.41 0.1056
H 0.08 3.59 -0.14 0.1172
H 0.90 4.36 1.19 0.1031
H 2.02 2.36 -0.65 0.1001
H 2.29 2.00 1.07 0.0853
H 2.88 4.81 0.72 0.1124
H 3.63 3.92 -0.59 0.1133
H 4.30 2.34 1.64 0.1114
H 4.42 3.99 2.16 0.1134
H 5.80 1.53 0.25 0.0973
H 7.34 2.38 0.35 -0.0162
H 6.34 2.58 -1.06 0.1047
H -2.24 -1.90 1.80 0.1326
H -1.49 -0.50 2.50 0.0909
H 0.74 -1.80 2.53 0.0804
H -0.20 -3.23 2.01 0.0582
H -1.69 1.91 5.62 0.1448
H -0.60 -0.50 -2.25 0.1576
H -0.93 -0.47 -4.96 0.0673
H -3.27 -1.75 -4.06 0.0781
O 0.72 -8.34 -1.29 -0.1053
H 0.48 -7.43 -1.07 -0.0592
H 1.52 -8.50 -0.78 0.0513
N -2.36 5.40 3.09 -0.6432
O -1.63 5.75 2.13 -0.0894
O -2.67 4.18 3.20 -0.1161
O -2.76 6.22 3.92 -0.0576
Ca -2.76 -8.48 -1.43 1.4451
C -4.90 0.88 -6.13 0.2108
C -6.30 0.87 -6.46 -0.3410
C -7.11 1.94 -5.75 -0.3256
O -8.29 2.12 -5.96 0.1763
C -6.42 2.76 -4.76 0.2548
C -5.02 2.75 -4.43 -0.3438
C -4.20 1.76 -5.22 -0.3551
O -2.99 1.67 -5.12 0.1001
O -4.49 3.46 -3.60 0.1665
O -6.83 0.11 -7.23 0.1747
H -4.24 0.16 -6.60 0.1399
H -7.08 3.46 -4.24 0.1521
Be 7.24 2.88 2.19 0.5666
N -5.93 -4.88 -3.18 -0.6191
O -5.46 -5.81 -2.48 -0.1365
O -5.31 -4.52 -4.22 -0.1111
O -6.96 -4.30 -2.83 -0.0151
C 9.97 2.98 6.08 -0.6617
O 11.09 2.57 6.23 0.0977
N 9.32 3.69 7.12 0.0798
N 9.21 2.84 4.98 0.1649
H 8.39 4.02 7.03 -0.0928
H 9.83 3.84 7.98 0.1079
H 9.59 2.32 4.21 0.0814
H 8.27 3.21 4.89 0.0148
F -4.16 -5.91 -0.62 -0.7224
Ca 7.52 5.84 7.05 1.5544
F 5.79 3.91 4.81 -0.7237